a.
Here is the molecule C6H8 from the Open Molecules 2025 dataset. Energies are from ωB97M-V/def2-TZVPD.

Highest occupied orbital energy in eV: -8.39
LUMO in eV: 1.2
HOMO-LUMO gap in eV: 9.58

Last columns: bonded neighbours and bond lengths (Å).
Positions of all 14 atoms, in Å:
1 C 1.30019 -0.70419 0.20515  H2 1.097, C7 1.791, C8 1.486, H9 1.076
2 H 1.44786 -0.97900 1.25677  C1 1.097
3 C -0.42475 1.04544 0.34258  C5 1.527, H6 1.080, C8 1.543, C11 1.509
4 H -0.15541 0.98309 -2.03240  C11 1.080
5 C -1.11862 -0.27177 0.68361  C3 1.527, C7 1.501, H12 1.096, H13 1.088
6 H -0.74765 2.03310 0.63628  C3 1.080
7 C -0.35069 -0.83643 -0.47543  C1 1.791, C5 1.501, C11 1.533, H14 1.108
8 C 1.03192 0.73286 -0.06041  C1 1.486, C3 1.543, H10 1.088, C11 1.487
9 H 1.15990 -1.48328 -0.52368  C1 1.076
10 H 1.73216 1.56557 -0.05779  C8 1.088
11 C -0.07085 0.56019 -1.04224  C3 1.509, H4 1.080, C7 1.533, C8 1.487
12 H -0.92015 -0.76213 1.64356  C5 1.096
13 H -2.18431 -0.24609 0.46572  C5 1.088
14 H -0.73280 -1.66855 -1.09920  C7 1.108

Löwdin atomic charges, in units of e: number 1, C, carries -0.03; number 2, H, carries 0.09; number 3, C, carries -0.17; number 4, H, carries 0.13; number 5, C, carries -0.14; number 6, H, carries 0.12; number 7, C, carries -0.17; number 8, C, carries -0.23; number 9, H, carries 0.07; number 10, H, carries 0.13; number 11, C, carries -0.16; number 12, H, carries 0.11; number 13, H, carries 0.11; number 14, H, carries 0.14

=====

b.
Here is the molecule C6H8 from the Open Molecules 2025 dataset. Energies are from ωB97M-V/def2-TZVPD.

Highest occupied orbital energy in eV: -8.59
LUMO in eV: 1.1
HOMO-LUMO gap in eV: 9.68

Last columns: bonded neighbours and bond lengths (Å).
Positions of all 14 atoms, in Å:
1 H 2.82836 1.20332 0.41243  C14 1.217
2 H -2.69600 0.45801 1.32665  C10 1.086
3 C -0.79260 -0.46164 0.62974  C7 1.503, H9 1.089, C10 1.509, C12 1.427
4 H -2.49796 -1.80056 0.18727  C7 1.085
5 C 1.53796 0.28155 -0.26804  C12 1.199, C14 1.423
6 H 3.09827 1.36587 -1.32171  C14 1.088
7 C -1.93229 -0.96522 -0.21071  C3 1.503, H4 1.085, C10 1.491, H13 1.085
8 H 3.61839 -0.27335 -0.75222  C14 1.117
9 H -0.66806 -0.94984 1.59473  C3 1.089
10 C -2.04667 0.36027 0.46210  H2 1.086, C3 1.509, C7 1.491, H11 1.085
11 H -1.97573 1.25494 -0.14810  C10 1.085
12 C 0.41433 -0.04794 -0.00839  C3 1.427, C5 1.199
13 H -1.77593 -0.98709 -1.28422  C7 1.085
14 C 2.88795 0.56167 -0.61951  H1 1.217, C5 1.423, H6 1.088, H8 1.117

Löwdin atomic charges, in units of e: number 1, H, carries 0.14; number 2, H, carries 0.10; number 3, C, carries -0.31; number 4, H, carries 0.10; number 5, C, carries -0.16; number 6, H, carries 0.07; number 7, C, carries -0.13; number 8, H, carries 0.09; number 9, H, carries 0.14; number 10, C, carries -0.12; number 11, H, carries 0.10; number 12, C, carries -0.02; number 13, H, carries 0.11; number 14, C, carries -0.11

=====

Energies relative to the minimum, eV: a 1.237; b 0.000

=====

a.
Here is the molecule C6H8 from the Open Molecules 2025 dataset. Energies are from ωB97M-V/def2-TZVPD.

Highest occupied orbital energy in eV: -8.36
LUMO in eV: 0.4
HOMO-LUMO gap in eV: 8.74

Last columns: bonded neighbours and bond lengths (Å).
Positions of all 14 atoms, in Å:
1 H -0.54774 1.88948 -0.31487  C8 1.092
2 C -0.10897 -1.16492 0.19286  C3 1.487, C6 1.562, H7 1.091, C14 1.579
3 C 1.34336 -0.86709 0.31388  C2 1.487, C13 1.515
4 H -0.16159 0.21438 2.04626  C14 1.095
5 H -0.17089 -0.45047 -1.98212  C6 1.096
6 C -0.64616 -0.31660 -1.00378  C2 1.562, H5 1.096, C8 1.535, H11 1.094
7 H -0.44512 -2.18803 0.36779  C2 1.091
8 C -0.19315 0.87117 -0.14258  H1 1.092, C6 1.535, C13 1.534, C14 1.546
9 H 1.92428 1.23567 0.53793  C13 1.096
10 H -1.72287 -0.04860 1.20090  C14 1.095
11 H -1.73333 -0.40229 -1.09162  C6 1.094
12 H 1.78635 0.60644 -1.09924  C13 1.103
13 C 1.31411 0.58952 -0.10266  C3 1.515, C8 1.534, H9 1.096, H12 1.103
14 C -0.63827 0.03134 1.07724  C2 1.579, H4 1.095, C8 1.546, H10 1.095

Löwdin atomic charges, in units of e: number 1, H, carries 0.13; number 2, C, carries -0.31; number 3, C, carries 0.11; number 4, H, carries 0.11; number 5, H, carries 0.11; number 6, C, carries -0.11; number 7, H, carries 0.12; number 8, C, carries -0.28; number 9, H, carries 0.11; number 10, H, carries 0.11; number 11, H, carries 0.11; number 12, H, carries 0.12; number 13, C, carries -0.22; number 14, C, carries -0.10

=====

b.
Here is the molecule C6H8 from the Open Molecules 2025 dataset. Energies are from ωB97M-V/def2-TZVPD.

Highest occupied orbital energy in eV: -9.00
LUMO in eV: 1.2
HOMO-LUMO gap in eV: 10.23

Last columns: bonded neighbours and bond lengths (Å).
Positions of all 14 atoms, in Å:
1 C 0.54976 -1.08038 -1.11828  C2 1.521, H3 1.091, H7 1.091, C10 1.503
2 C 0.50123 0.42478 -0.90231  C1 1.521, H8 1.085, C9 1.484, C10 1.497
3 H 1.15118 -1.64333 -0.40302  C1 1.091
4 H -2.02241 0.22151 0.97463  C13 1.097
5 H 0.13861 1.23023 2.32070  C14 1.082
6 H -1.49725 -0.37692 -1.31603  C10 1.088
7 H 0.50462 -1.57370 -2.09038  C1 1.091
8 H 0.25612 1.31926 -1.46565  C2 1.085
9 C 1.01438 0.93242 0.39471  C2 1.484, H12 1.086, C14 1.331
10 C -0.69215 -0.42133 -0.58605  C1 1.503, C2 1.497, H6 1.088, C13 1.526
11 H -0.95193 -1.08264 1.50800  C13 1.095
12 H 1.96175 1.46036 0.45393  C9 1.086
13 C -1.00634 -0.18182 0.88840  H4 1.097, C10 1.526, H11 1.095, C14 1.524
14 C 0.09242 0.77155 1.34135  H5 1.082, C9 1.331, C13 1.524

Löwdin atomic charges, in units of e: number 1, C, carries -0.05; number 2, C, carries -0.26; number 3, H, carries 0.11; number 4, H, carries 0.11; number 5, H, carries 0.09; number 6, H, carries 0.13; number 7, H, carries 0.10; number 8, H, carries 0.14; number 9, C, carries -0.09; number 10, C, carries -0.26; number 11, H, carries 0.11; number 12, H, carries 0.10; number 13, C, carries -0.15; number 14, C, carries -0.08

=====

Energies relative to the minimum, eV: a 2.352; b 0.000

=====

a.
Here is the molecule C6H8 from the Open Molecules 2025 dataset. Energies are from ωB97M-V/def2-TZVPD.

Highest occupied orbital energy in eV: -9.10
LUMO in eV: 1.1
HOMO-LUMO gap in eV: 10.22

Last columns: bonded neighbours and bond lengths (Å).
Positions of all 14 atoms, in Å:
1 H -0.50281 -1.08662 -1.39587  C3 1.081
2 H -1.43228 -0.34928 1.51390  C6 1.088
3 C -0.59563 -1.25470 -0.33198  H1 1.081, C6 1.486, C13 1.537, H14 1.090
4 C -1.11322 1.17969 -0.03051  C6 1.512, H7 1.094, H10 1.093, H11 1.096
5 C 2.60428 0.65170 -0.38015  C8 1.204, H9 1.066
6 C -0.82604 -0.14855 0.63310  H2 1.088, C3 1.486, C4 1.512, C13 1.509
7 H -0.48589 1.30814 -0.91796  C4 1.094
8 C 1.65706 0.02970 0.02812  C5 1.204, C13 1.434
9 H 3.44392 1.13948 -0.81994  C5 1.066
10 H -0.98345 2.05051 0.61719  C4 1.093
11 H -2.15580 1.14792 -0.36810  C4 1.096
12 H 0.82501 -1.71009 0.93203  C13 1.081
13 C 0.56003 -0.73813 0.54030  C3 1.537, C6 1.509, C8 1.434, H12 1.081
14 H -0.99516 -2.21976 -0.02012  C3 1.090

Löwdin atomic charges, in units of e: number 1, H, carries 0.11; number 2, H, carries 0.13; number 3, C, carries -0.10; number 4, C, carries -0.07; number 5, C, carries 0.11; number 6, C, carries -0.30; number 7, H, carries 0.08; number 8, C, carries -0.13; number 9, H, carries 0.02; number 10, H, carries 0.08; number 11, H, carries 0.08; number 12, H, carries 0.13; number 13, C, carries -0.26; number 14, H, carries 0.11

=====

b.
Here is the molecule C6H8 from the Open Molecules 2025 dataset. Energies are from ωB97M-V/def2-TZVPD.

Highest occupied orbital energy in eV: -9.07
LUMO in eV: 1.1
HOMO-LUMO gap in eV: 10.18

Last columns: bonded neighbours and bond lengths (Å).
Positions of all 14 atoms, in Å:
1 H -1.29560 1.52896 0.61332  C2 1.106
2 C -1.85975 0.81758 -0.01867  H1 1.106, H5 1.109, C6 1.521, C7 1.506
3 H 3.26355 1.11554 0.06875  C8 1.114
4 H 3.18275 -0.34199 1.15994  C8 1.150
5 H -2.72984 1.25945 -0.54497  C2 1.109
6 C -1.99723 -0.61144 0.48458  C2 1.521, C7 1.490, H10 1.056, H13 1.100
7 C -1.08188 -0.30628 -0.65080  C2 1.506, C6 1.490, H9 1.135, C11 1.489
8 C 2.99014 0.03567 0.09061  H3 1.114, H4 1.150, C12 1.473, H14 1.078
9 H -1.46789 -0.63078 -1.66780  C7 1.135
10 H -1.59074 -0.75344 1.44896  C6 1.056
11 C 0.38430 -0.31810 -0.38957  C7 1.489, C12 1.203
12 C 1.54054 -0.10385 -0.13362  C8 1.473, C11 1.203
13 H -2.88963 -1.18253 0.19035  C6 1.100
14 H 3.55127 -0.50880 -0.65109  C8 1.078

Löwdin atomic charges, in units of e: number 1, H, carries 0.11; number 2, C, carries -0.13; number 3, H, carries 0.08; number 4, H, carries 0.10; number 5, H, carries 0.10; number 6, C, carries -0.13; number 7, C, carries -0.32; number 8, C, carries -0.12; number 9, H, carries 0.15; number 10, H, carries 0.09; number 11, C, carries 0.00; number 12, C, carries -0.10; number 13, H, carries 0.11; number 14, H, carries 0.06

=====

c.
Here is the molecule C6H8 from the Open Molecules 2025 dataset. Energies are from ωB97M-V/def2-TZVPD.

Highest occupied orbital energy (spin up / spin down) in eV: -8.13 / -8.13
LUMO (spin up / spin down) in eV: -0.4 / -0.4
HOMO-LUMO gap (spin up / spin down) in eV: 7.70 / 7.70

Last columns: bonded neighbours and bond lengths (Å).
Positions of all 14 atoms, in Å:
1 H 0.94923 -1.40770 0.18130  C11 1.097
2 C -0.53602 -0.06319 -1.22572  C4 1.506, C7 1.547, H10 1.095, H14 1.102
3 H -0.42431 1.38885 1.80384  C9 1.090
4 C -1.40478 -0.98558 -0.41231  C2 1.506, C8 1.460
5 H -2.17395 -0.55221 1.65363  C8 1.086
6 H 0.84113 1.58531 -0.47329  C7 1.097
7 C 0.38503 0.62764 -0.19198  C2 1.547, H6 1.097, C9 1.493, C11 1.550
8 C -1.49008 -0.27094 0.85806  C4 1.460, H5 1.086, C9 1.355
9 C -0.55037 0.69828 0.96998  H3 1.090, C7 1.493, C8 1.355
10 H 0.00267 -0.52094 -2.06181  C2 1.095
11 C 1.46071 -0.43880 0.13681  H1 1.097, C7 1.550, H12 1.094, H13 1.093
12 H 1.94552 -0.28080 1.10454  C11 1.094
13 H 2.22158 -0.49691 -0.64612  C11 1.093
14 H -1.26043 0.65254 -1.64730  C2 1.102

Löwdin atomic charges, in units of e: number 1, H, carries 0.08; number 2, C, carries -0.24; number 3, H, carries 0.12; number 4, C, carries 0.03; number 5, H, carries 0.08; number 6, H, carries 0.13; number 7, C, carries -0.35; number 8, C, carries -0.15; number 9, C, carries -0.03; number 10, H, carries 0.10; number 11, C, carries -0.06; number 12, H, carries 0.08; number 13, H, carries 0.08; number 14, H, carries 0.13

=====

Energies relative to the minimum, eV: a 0.405; b 0.000; c 1.153